Density functional theory data (wB97M-V/def2-TZVPD) for C10H31AlBeClFLiNNaO14P3 as an isolated structure in a non-equilibrium geometry.

As for the gap between HOMO and LUMO: 0.1647 Eh. The total energy comes out at -3518.004455 a.u. The net charge is +2. The value obtained for the LUMO energy is -9.38 eV.

Each line ends with the Mulliken charge.
Atoms and positions in Å:
1 C 1.374 0.155 3.785  -0.2966
2 Li 1.940 2.795 -8.828  0.9249
3 O -2.768 -1.540 2.550  -0.4605
4 H 0.827 -2.223 8.011  0.3061
5 P 1.311 1.460 6.272  0.9951
6 H 1.076 -1.583 -4.370  0.0751
7 F -1.136 -3.927 -4.228  -0.3140
8 H -0.830 3.155 3.910  0.1855
9 H -1.467 -2.064 -2.840  0.3766
10 H -0.446 -0.619 4.639  0.4037
11 Al -1.482 -5.660 -4.701  0.3416
12 H -0.205 -1.022 2.947  0.3325
13 O -4.290 -2.865 1.042  -0.5266
14 H 2.961 -0.038 7.876  0.3811
15 O 4.022 0.169 -5.435  -0.6361
16 H 3.209 -0.250 -5.139  0.3256
17 H 1.733 0.397 2.780  0.3866
18 O -0.284 1.556 5.980  -0.2016
19 O 1.340 1.752 7.738  -0.6832
20 C -1.072 0.057 -2.925  -0.2081
21 H -0.671 3.346 6.968  0.3089
22 C -0.618 3.691 4.835  -0.8973
23 P -0.219 -1.609 -4.905  0.3211
24 H 1.058 0.732 -7.203  0.2378
25 O -1.839 -2.998 0.695  -0.3938
26 H 0.329 0.694 -1.356  0.3266
27 C -0.942 2.833 6.043  -0.3955
28 O 1.623 1.358 4.579  -0.5287
29 H -0.326 -2.859 -5.478  0.0484
30 H 1.944 -1.754 9.302  0.3977
31 H -2.463 -1.182 -4.016  0.4184
32 H 3.787 1.099 -5.503  0.2953
33 C -0.358 -0.436 -6.314  -0.6979
34 O -1.700 1.718 -9.120  -0.6019
35 H 1.992 -0.673 4.129  0.3413
36 C 0.138 -0.184 -1.979  -1.1792
37 H -0.119 -1.064 -1.386  0.3009
38 C -0.075 -0.236 3.690  -0.8869
39 H -0.838 0.813 -3.680  0.1221
40 O -0.619 1.049 -11.099  -0.5785
41 O 0.648 1.578 -9.186  -0.7683
42 H -0.334 -0.955 -7.272  0.4966
43 Na 3.707 1.896 4.758  1.0044
44 H -2.011 2.632 6.079  0.3320
45 P -2.979 -2.020 1.139  1.3686
46 O -0.647 -0.385 -9.237  -0.6720
47 O -3.022 -0.780 0.229  -0.4380
48 H -1.201 4.611 4.851  0.4181
49 H 0.445 3.959 4.818  0.2272
50 Cl -0.624 0.976 -9.688  1.6358
51 H 1.065 -0.345 -2.539  0.3433
52 C 1.374 -1.388 8.448  -1.1741
53 C -1.454 -1.298 -3.613  -0.6635
54 C 2.289 -0.764 7.418  -0.3502
55 O 1.511 -0.161 6.362  -0.3539
56 H -1.902 0.383 -2.295  0.4228
57 H 0.632 -0.674 8.806  0.2984
58 Be -3.047 -4.196 1.014  0.4769
59 H 2.910 -1.537 6.960  0.3446
60 H -1.472 0.678 0.038  0.3254
61 H -1.306 0.113 -6.288  0.4956
62 N 0.715 0.586 -6.254  -0.4423
63 H 0.331 1.466 -5.937  0.2635
64 O -0.829 0.967 0.715  -0.3214
65 H -0.696 0.614 3.409  0.0640